The following is a quantum chemistry calculation of 11 unconnected molecules or ions with the total composition C51H105F9N6O11 in a non-equilibrium geometry, from the OMol25 dataset.

Values from the calculation:
calculated total energy: -4060.58682 Ha
charge: -2
HOMO: 0.640 eV
lowest unoccupied orbital energy: 1.504 eV

Atoms and positions in Å:
1 C 3.177065 -6.923056 -9.933110
2 C 4.034914 -7.894230 -10.735665
3 N 4.917584 -8.642110 -9.869367
4 C 4.498575 -9.410849 -8.768213
5 C 5.608749 -9.867889 -8.087528
6 N 6.728619 -9.384737 -8.790850
7 C 6.234698 -8.739440 -10.000657
8 C 8.120858 -9.500178 -8.424713
9 H 2.294719 -6.470732 -10.385852
10 H 3.663680 -5.985380 -9.664671
11 H 2.960224 -7.631709 -9.133802
12 H 4.616632 -7.439285 -11.537373
13 H 3.336601 -8.585289 -11.207804
14 H 3.453078 -9.562113 -8.543631
15 H 5.821413 -10.470267 -7.216716
16 H 6.902792 -8.296730 -10.724574
17 H 8.305407 -10.449239 -7.921403
18 H 8.424557 -8.697783 -7.752380
19 H 8.765946 -9.364803 -9.292838
20 C 10.959891 -11.418807 -18.058425
21 C 10.674216 -11.188214 -16.583820
22 N 11.772717 -11.434648 -15.658223
23 C 12.763169 -12.399558 -15.633175
24 C 13.512815 -12.233644 -14.493026
25 N 13.112146 -11.111802 -13.858922
26 C 12.022172 -10.655521 -14.577063
27 C 13.703692 -10.545780 -12.657939
28 H 10.812620 -12.445882 -18.392391
29 H 11.967742 -11.203562 -18.413392
30 H 10.340938 -10.702812 -18.599111
31 H 9.868485 -11.875297 -16.325352
32 H 10.321153 -10.161996 -16.482199
33 H 12.523386 -13.183837 -16.335898
34 H 14.345689 -12.826407 -14.144673
35 H 11.340895 -9.841960 -14.376120
36 H 12.891614 -10.208486 -12.013838
37 H 14.255040 -9.639123 -12.907119
38 H 14.441450 -11.252353 -12.277701
39 C 12.477131 -5.366638 -11.413524
40 O 13.489245 -5.479298 -12.382712
41 O 11.446948 -6.267267 -11.801381
42 C 13.079050 -5.495893 -9.972791
43 F 12.715999 -4.440910 -9.268350
44 F 12.900226 -6.591035 -9.293166
45 F 14.396807 -5.250885 -9.905475
46 C 13.624293 -4.435626 -13.408850
47 C 14.691263 -4.934239 -14.310403
48 H 14.500031 -5.968383 -14.596894
49 H 14.931264 -4.382332 -15.219192
50 H 15.655836 -4.983868 -13.805191
51 H 13.882521 -3.454683 -13.009877
52 H 12.742457 -4.229913 -14.015591
53 H 12.042946 -4.368156 -11.464508
54 C 7.801054 -14.633238 -10.912324
55 O 7.172859 -15.886625 -11.025005
56 O 9.139578 -15.052541 -10.755164
57 C 7.395679 -13.780404 -12.122449
58 F 6.062841 -13.697058 -12.267552
59 F 7.851601 -12.581052 -12.074681
60 F 7.929372 -14.317839 -13.259928
61 C 5.995801 -16.156448 -10.235669
62 C 5.397566 -17.512249 -10.663636
63 H 5.994658 -18.396624 -10.441273
64 H 4.441739 -17.719549 -10.182468
65 H 5.235042 -17.586344 -11.738907
66 H 5.172208 -15.451765 -10.350618
67 H 6.184898 -16.282309 -9.169599
68 H 7.415256 -14.080781 -10.055560
69 C 14.143333 -17.572474 -14.923127
70 O 15.138407 -16.563800 -14.753659
71 O 13.238302 -17.276250 -13.831906
72 C 13.633309 -17.756439 -16.458415
73 F 12.961006 -16.711993 -16.924612
74 F 14.647533 -18.036170 -17.346098
75 F 12.766291 -18.790275 -16.556839
76 C 16.515674 -16.987700 -14.898318
77 C 17.450874 -15.803404 -14.909206
78 H 18.357051 -15.912702 -14.313405
79 H 17.784803 -15.633248 -15.932752
80 H 17.034964 -14.866688 -14.538165
81 H 16.746057 -17.436767 -15.864426
82 H 16.844507 -17.714442 -14.155475
83 H 14.509971 -18.530216 -14.553803
84 O 15.492356 -13.460390 -8.573343
85 C 14.667057 -14.388313 -9.017950
86 O 14.484769 -14.942953 -10.091081
87 O 13.843814 -15.019178 -8.339756
88 H 15.358202 -13.473858 -7.622859
89 C 17.892353 -8.391742 -9.188496
90 C 19.047238 -7.480873 -9.768639
91 C 19.121119 -7.360634 -11.328011
92 C 20.124307 -6.392170 -11.873027
93 C 21.499384 -7.107222 -12.153939
94 C 22.718505 -6.177946 -12.131897
95 H 17.756287 -8.257551 -8.115377
96 H 18.252523 -9.414228 -9.302093
97 H 16.985550 -8.169505 -9.751014
98 H 18.913768 -6.472066 -9.378007
99 H 20.005267 -7.701724 -9.297994
100 H 18.165964 -6.951370 -11.657093
101 H 19.275343 -8.323627 -11.814799
102 H 19.745102 -6.045018 -12.834167
103 H 20.234831 -5.525661 -11.221079
104 H 21.640875 -7.806324 -11.329710
105 H 21.561230 -7.717133 -13.055207
106 H 22.808504 -5.728425 -13.120798
107 H 22.767999 -5.493252 -11.285235
108 H 23.500185 -6.904172 -11.908974
109 C 15.062009 -12.767426 -21.029570
110 C 15.336813 -11.267461 -21.208380
111 C 14.638287 -10.658566 -22.487349
112 C 15.362850 -10.933589 -23.823055
113 C 14.494248 -10.508605 -24.927409
114 C 13.992666 -9.028925 -24.839365
115 H 15.556404 -13.540878 -21.617333
116 H 14.038540 -13.134670 -20.953798
117 H 15.485907 -13.111672 -20.086218
118 H 14.974875 -10.770251 -20.308452
119 H 16.420970 -11.159274 -21.176560
120 H 14.509200 -9.600342 -22.260196
121 H 13.596362 -10.973705 -22.543649
122 H 16.282594 -10.361940 -23.947102
123 H 15.633157 -11.989473 -23.835502
124 H 14.919905 -10.646475 -25.921336
125 H 13.660122 -11.200101 -25.046436
126 H 13.418682 -8.898489 -23.921973
127 H 14.816569 -8.321449 -24.745804
128 H 13.328465 -8.829677 -25.680348
129 C 18.568562 -10.150625 -16.831316
130 C 18.945734 -8.641197 -16.934091
131 C 20.245654 -8.276004 -17.638103
132 C 20.484188 -6.671124 -17.844744
133 C 21.615945 -6.415153 -18.807356
134 C 22.982990 -6.304246 -18.154791
135 H 18.821645 -10.613068 -17.785358
136 H 17.520729 -10.408163 -16.676984
137 H 19.102213 -10.655637 -16.026170
138 H 18.081859 -8.173002 -17.405901
139 H 18.889449 -8.228375 -15.926860
140 H 20.203868 -8.697226 -18.642553
141 H 20.969650 -8.679044 -16.929950
142 H 19.600963 -6.105154 -18.140891
143 H 20.674863 -6.212775 -16.874346
144 H 21.666503 -7.187404 -19.574929
145 H 21.367731 -5.515481 -19.370443
146 H 23.106912 -5.723975 -17.240439
147 H 23.381161 -7.269930 -17.843321
148 H 23.715314 -5.914138 -18.861618
149 C 6.894761 -5.245279 -15.768488
150 C 7.518295 -6.487593 -16.357834
151 C 7.098593 -6.682709 -17.826776
152 O 5.688704 -6.692442 -17.747219
153 C 4.938876 -6.038363 -18.731666
154 N 8.950658 -6.369217 -16.136772
155 H 7.453451 -4.896123 -14.900119
156 H 5.874127 -5.456402 -15.449388
157 H 6.754816 -4.413646 -16.459070
158 H 7.170347 -7.295706 -15.714405
159 H 7.462874 -7.609153 -18.270747
160 H 7.446900 -5.839498 -18.423242
161 H 3.877900 -6.276881 -18.657231
162 H 5.242628 -6.202648 -19.765511
163 H 4.948450 -4.954604 -18.615547
164 H 9.237349 -5.418247 -16.319997
165 H 9.126034 -6.344810 -15.142412
166 C 17.239049 -4.928402 -22.694648
167 C 16.582491 -4.090397 -21.626727
168 C 15.521973 -4.868854 -20.800901
169 O 14.307715 -5.243476 -21.405313
170 C 13.401047 -5.885270 -20.507199
171 N 17.655764 -3.436911 -20.911048
172 H 17.789376 -5.790177 -22.317035
173 H 17.965576 -4.319259 -23.232426
174 H 16.526566 -5.343614 -23.407437
175 H 16.029600 -3.384090 -22.246028
176 H 15.246486 -4.255128 -19.943256
177 H 15.908718 -5.766964 -20.319320
178 H 13.776246 -6.878302 -20.259766
179 H 12.383181 -5.967264 -20.888410
180 H 13.323841 -5.379672 -19.544642
181 H 18.195271 -2.923248 -21.593078
182 H 18.253597 -4.195629 -20.616007

Forces on the atoms, in the same order (eV/Å):
C 0.5 0.1 0.2
C -1.0 0.5 -1.7
N 0.8 -1.5 0.7
C 0.8 0.0 0.5
C 1.1 1.5 -2.0
N -3.0 1.0 -3.5
C 1.4 -1.1 4.7
C 0.9 0.1 0.3
H -0.3 -1.1 -0.5
H 0.7 -0.5 0.7
H -0.8 1.3 0.8
H 0.1 -0.1 0.2
H 0.2 -0.2 -0.1
H 0.2 0.0 -0.1
H -0.6 0.0 0.0
H -0.2 0.1 -0.1
H 0.0 0.0 -0.3
H -0.4 0.1 0.2
H -0.2 -0.4 -0.1
C 0.7 0.1 -0.6
C -0.3 -0.6 -0.4
N 2.2 1.5 2.7
C -1.5 -0.7 -0.3
C 0.6 -0.9 -1.4
N -2.8 0.6 -2.1
C 0.1 -0.1 0.1
C 0.1 0.9 -0.2
H -0.5 0.1 0.1
H 0.3 0.3 0.5
H -0.3 -0.4 -0.2
H -0.1 0.2 0.3
H 0.2 -0.1 0.5
H 1.2 -0.5 0.2
H -0.2 -0.1 0.1
H 0.5 0.2 0.5
H 0.3 -0.6 0.4
H 0.0 0.0 -0.3
H -0.6 -0.1 0.5
C -3.9 -2.5 -2.3
O 1.6 1.6 -1.4
O 1.8 1.5 2.0
C 1.4 1.1 -1.5
F -2.9 1.4 1.7
F -1.0 -1.2 0.5
F 2.4 -1.0 -1.2
C -0.4 -0.7 1.0
C 1.6 -0.9 -0.4
H -0.3 0.0 -0.1
H -0.6 0.4 -0.1
H 0.0 0.0 0.4
H 0.2 0.0 0.6
H -0.7 -0.6 0.3
H 0.3 0.7 0.3
C 5.0 -2.5 1.2
O -3.8 -1.3 0.5
O -3.0 3.3 -0.8
C 1.6 -3.8 -0.5
F -1.0 0.2 -0.4
F 0.8 3.3 0.4
F -0.9 0.2 0.0
C 0.3 -1.2 -1.1
C 0.2 -0.4 -0.4
H 0.5 0.3 0.2
H -0.2 0.3 0.2
H 0.0 0.4 -0.1
H 0.1 0.6 -0.1
H 0.6 0.5 0.3
H -0.5 0.5 0.8
C -2.6 0.4 4.9
O 2.3 -0.1 -1.7
O 0.9 -0.8 -4.5
C 0.2 -0.1 2.3
F 0.0 0.9 -0.6
F -0.2 0.2 0.1
F 0.4 -0.2 0.0
C -0.6 0.3 -0.4
C 0.5 1.1 0.1
H 0.0 -0.4 0.1
H 0.0 0.3 -0.1
H -0.5 -0.1 0.0
H -0.7 -0.6 -0.2
H -0.5 -0.1 0.5
H 0.8 -0.7 -1.1
O 1.6 1.6 0.0
C -4.6 -5.6 -1.2
O 5.0 2.9 -8.0
O -1.4 1.6 9.3
H -0.3 -0.1 0.2
C 1.8 0.5 -0.9
C -0.5 0.4 0.2
C -1.0 -0.1 1.2
C 1.5 -0.8 -1.2
C -0.5 1.1 1.6
C -0.1 -1.3 0.0
H -0.1 0.3 -0.1
H -0.6 -0.2 -0.3
H -0.1 -0.4 0.2
H -0.4 0.4 -0.2
H 0.3 -0.7 -0.3
H -0.4 -0.5 0.1
H -0.2 -0.2 0.1
H 0.0 0.3 0.0
H 0.2 0.0 0.0
H -0.1 -0.2 0.1
H -0.5 0.2 -0.2
H 0.5 0.4 0.3
H -0.4 0.3 -0.3
H 0.8 0.4 -0.6
C 0.4 -1.2 1.2
C -1.0 -1.0 -1.0
C 1.2 0.1 1.4
C 0.2 0.3 1.5
C -1.5 0.6 -2.1
C -0.1 -1.3 0.5
H 0.2 0.7 -1.1
H -0.4 0.7 -0.2
H 0.0 0.4 0.6
H -0.2 0.1 -0.1
H 0.1 0.4 -0.4
H 0.4 0.3 -0.4
H 0.0 -0.6 0.0
H 0.3 0.0 0.6
H -0.1 -0.1 -0.3
H 0.7 0.2 0.0
H -0.6 0.1 0.5
H -0.2 0.0 -0.1
H 0.1 0.0 -0.4
H 0.2 0.3 0.0
C 0.9 0.2 -0.4
C -2.0 -0.1 0.5
C -1.0 1.9 0.5
C -0.6 -2.0 1.0
C 0.2 0.5 0.0
C 1.0 -0.3 -0.1
H 0.2 -0.3 0.0
H -0.1 0.7 0.1
H 0.2 0.0 -0.1
H 0.0 0.3 -0.4
H 0.4 0.1 0.2
H 0.6 -0.4 0.1
H 0.9 -0.1 -0.8
H -0.4 -0.6 -0.4
H 0.4 -0.1 0.2
H -0.1 -0.2 0.0
H 0.3 0.3 0.0
H -0.7 0.5 -0.1
H -0.2 -0.3 -0.2
H 0.1 0.1 -0.1
C -1.7 0.5 0.2
C 0.6 0.7 0.5
C -0.1 0.3 1.0
O -0.9 -0.5 -0.3
C -0.2 0.7 -0.3
N 1.0 -0.4 -0.4
H 0.0 0.0 0.0
H -0.1 0.0 0.2
H 0.5 0.1 -0.3
H 0.0 -0.5 -0.5
H 0.1 -0.1 0.1
H 0.2 0.2 -0.1
H 0.1 -0.5 0.2
H 0.3 -0.5 -0.1
H 0.4 0.4 0.3
H 0.1 0.3 -0.8
H 0.0 -0.7 0.4
C -0.1 -1.2 -0.8
C -1.1 -0.9 -2.0
C 0.2 0.3 2.0
O -0.7 0.3 -1.2
C 0.8 -0.1 0.4
N -0.6 0.1 1.2
H 0.1 -0.1 0.4
H -0.1 0.0 -0.2
H -0.1 0.1 -0.1
H -0.2 0.6 0.5
H 0.2 0.5 0.2
H 0.8 -0.3 -0.2
H 0.0 -0.3 -0.1
H 0.3 0.2 -0.6
H 0.1 0.5 0.1
H 0.0 0.2 0.0
H 0.4 0.0 0.4

Löwdin atomic charge list, values in e, 99 entries:
1. C -0.0537
2. C -0.1752
3. N -0.0725
4. C -0.0102
5. C 0.0299
6. N -0.0717
7. C 0.0868
8. C 0.0031
9. H 0.0842
10. H 0.0840
11. H 0.0574
12. H 0.1312
13. H 0.1332
14. H 0.1283
15. H 0.1402
16. H 0.1694
17. H 0.1127
18. H 0.1025
19. H 0.1130
20. C -0.0769
21. C -0.1647
22. N -0.0516
23. C 0.0180
24. C 0.0141
25. N -0.0678
26. C 0.0172
27. C 0.0360
28. H 0.0804
29. H 0.0725
30. H 0.0726
31. H 0.1360
32. H 0.1198
33. H 0.1414
34. H 0.1527
35. H 0.1594
36. H 0.1110
37. H 0.0973
38. H 0.1129
39. C -0.4844
40. O -0.1148
41. O -0.3222
42. C -0.6199
43. F 0.1096
44. F 0.1715
45. F 0.0973
46. C -0.2570
47. C -0.1107
48. H 0.0747
49. H 0.0658
50. H 0.0682
51. H 0.1080
52. H 0.1064
53. H 0.1175
54. C -0.5196
55. O -0.0969
56. O -0.2153
57. C -0.6362
58. F 0.1017
59. F 0.1531
60. F 0.1061
61. C -0.2678
62. C -0.1038
63. H 0.0655
64. H 0.0508
65. H 0.0647
66. H 0.0902
67. H 0.1040
68. H 0.1093
69. C -0.4534
70. O -0.1078
71. O -0.2792
72. C -0.5335
73. F 0.1115
74. F 0.0621
75. F 0.0923
76. C -0.2785
77. C -0.1028
78. H 0.0594
79. H 0.0538
80. H 0.0640
81. H 0.0903
82. H 0.1102
83. H 0.1138
84. O 0.0466
85. C -0.9388
86. O -0.0560
87. O -0.1224
88. H 0.0810
89. C -0.0856
90. C -0.2455
91. C -0.2401
92. C -0.2262
93. C -0.2584
94. C -0.1250
95. H 0.0608
96. H 0.0665
97. H 0.0676
98. H 0.0881
99. H 0.0894